This record from OMol25 describes a single C18H20N2O6S molecule. The level of theory is wB97M-V/def2-TZVPD.

Output
- E_LUMO (eV) = 0.55
- SMILES string = COc1ccc(S(=O)(=O)N(C)CC(=O)NCc2ccc3c(c2)OCO3)cc1
- Kohn-Sham gap (eV) = 8.56
- relative energy (zero: lowest compared OMol25 entry of this formula, charge and spin) (kJ/mol) = 232.2

Geometry as XYZ:
```
47
C18H20N2O6S (wB97M-V/def2-TZVPD)
C -1.11 3.75 1.19
C -0.26 4.28 2.16
C -0.16 3.25 5.57
C -0.71 0.25 -2.09
H -1.83 0.33 0.15
H -0.42 0.49 -3.12
C -2.61 -1.15 -2.79
O -1.71 2.44 -2.18
N -2.12 1.16 -0.36
C -1.56 1.41 -1.55
O -1.16 2.41 5.05
C 2.95 -2.56 -0.72
C -2.10 2.22 2.77
H -3.34 -0.39 -2.49
C 0.60 -2.57 -1.17
O -1.00 -1.28 0.45
N -1.37 -1.03 -2.07
H 0.44 5.07 1.93
H 1.48 -1.53 0.46
O -1.96 -3.14 -0.85
H 6.35 -3.95 -2.01
H 5.47 -3.83 -0.46
H -1.05 4.13 0.18
S -1.05 -2.03 -0.78
H -0.06 -3.70 -2.84
H -2.79 1.43 3.01
C -2.86 2.17 0.37
H -3.14 2.94 -0.35
H 2.26 -4.44 -3.44
H -3.77 1.71 0.78
O 4.37 -3.84 -2.23
O 0.34 4.09 4.55
C -0.36 3.76 3.42
H 3.78 -2.23 -0.10
C 1.67 -2.16 -0.40
H -0.58 3.87 6.39
C -1.27 2.74 3.72
C 2.07 -3.80 -2.59
C -2.01 2.75 1.48
H 5.67 -2.39 -1.50
H 0.67 2.64 5.98
C 0.80 -3.39 -2.26
C 3.16 -3.38 -1.82
H -2.43 -1.06 -3.86
H -3.02 -2.14 -2.57
C 5.52 -3.47 -1.50
H 0.19 0.16 -1.48
```